Entry 1:
The following is a DFT calculation (ωB97M-V/def2-TZVPD) of C33H34Cl7N4RbSSi as an isolated structure.

CARTESIAN COORDINATES (ANGSTROEM)
Rb: -0.550 0.126 0.207
C: 2.816 -2.824 -3.062
C: 1.703 -2.362 -2.154
N: 1.926 -1.779 -1.031
N: 3.207 -1.478 -0.731
C: 3.555 -0.728 0.352
N: 4.849 -0.259 0.236
S: 2.603 -0.401 1.650
C: 0.286 -2.545 -2.540
C: -0.092 -3.137 -3.746
C: -1.439 -3.199 -4.070
C: -2.369 -2.663 -3.204
C: -1.909 -2.098 -2.019
N: -0.628 -2.070 -1.685
H: 3.493 -2.004 -3.304
H: 2.448 -3.221 -4.000
H: 3.405 -3.608 -2.576
H: 3.933 -1.657 -1.411
H: 5.080 0.094 -0.690
H: 5.052 0.414 0.959
H: 0.633 -3.536 -4.440
H: -1.749 -3.648 -5.006
H: -3.425 -2.650 -3.435
H: -2.606 -1.650 -1.318
C: 6.399 1.841 -2.723
C: 5.566 0.920 -3.346
C: 4.221 0.862 -3.011
C: 3.653 1.707 -2.045
C: 4.508 2.649 -1.449
C: 5.851 2.708 -1.782
C: 2.247 1.513 -1.650
C: 1.486 2.262 -0.849
C: 1.729 3.518 -0.250
C: 2.282 3.642 1.056
C: 2.389 4.866 1.682
C: 1.968 6.043 1.057
C: 1.425 5.944 -0.221
C: 1.293 4.723 -0.858
H: 7.451 1.893 -2.975
H: 5.963 0.254 -4.104
H: 3.561 0.171 -3.523
H: 4.106 3.320 -0.705
H: 6.486 3.442 -1.296
H: 1.833 0.595 -2.073
H: 2.590 2.740 1.574
H: 2.802 4.905 2.685
H: 2.048 7.000 1.558
H: 1.077 6.838 -0.730
H: 0.828 4.669 -1.836
C: -4.353 0.089 -4.058
Si: -3.576 1.693 -3.354
C: -3.453 2.750 -4.972
C: -4.975 2.565 -2.395
C: -2.141 1.451 -2.319
H: -5.174 0.322 -4.742
H: -4.736 -0.543 -3.253
H: -3.603 -0.481 -4.617
H: -4.408 2.810 -5.508
H: -2.706 2.325 -5.650
H: -3.126 3.766 -4.733
H: -5.824 2.810 -3.041
H: -4.602 3.497 -1.962
H: -5.331 1.943 -1.571
H: -1.874 2.259 -1.634
H: -1.254 0.967 -2.736
Cl: -0.762 2.438 2.195
C: -1.254 4.094 1.865
Cl: -1.590 5.004 3.356
H: -2.162 4.070 1.275
H: -0.439 4.592 1.351
Cl: -0.618 -1.521 3.382
C: -2.395 -1.451 3.240
C: -2.934 -0.899 2.102
C: -4.314 -0.889 2.073
Cl: -5.113 -0.232 0.647
C: -5.122 -1.380 3.095
Cl: -6.860 -1.340 3.005
C: -4.515 -1.926 4.226
Cl: -5.483 -2.553 5.522
C: -3.125 -1.967 4.307
Cl: -2.373 -2.655 5.713

Values from the calculation:
- 2S+1: 1
- Net charge: -2
- Frontier orbital gap: 0.1479 Eh
- Relative energy (zero: lowest compared OMol25 entry of this formula, charge and spin): 6.7 kJ/mol
- HOMO level: -0.551 eV
- Total energy: -147757.305 eV
- Max |F|: 0.0121 hartree/bohr

Atom charges from the Mulliken analysis, given in e for atoms 1 to 2:
1 Rb 1.161
2 C -1.556

***

Entry 2:
The following is a DFT calculation (ωB97M-V/def2-TZVPD) of a 2-piece molecular cluster, C2H8NO2S overall in a non-equilibrium geometry.

CARTESIAN COORDINATES (ANGSTROEM)
C: 0.304 1.311 0.025
C: 1.486 -0.662 -0.736
N: -0.896 1.000 0.677
O: 1.891 -1.466 -1.584
O: 0.639 0.275 -1.040
S: -0.288 -2.495 0.553
H: 0.363 2.167 -0.557
H: 1.080 1.331 0.728
H: 1.985 -0.694 0.222
H: -1.563 1.450 0.142
H: -0.912 -1.509 1.199
H: -0.848 1.108 1.676
H: 1.489 -1.467 -2.555
H: -1.433 -3.004 0.170

Values from the calculation:
- 2S+1: 1
- Net charge: +1
- Frontier orbital gap: 0.3431 Eh
- Relative energy (zero: lowest compared OMol25 entry of this formula, charge and spin): 132.7 kJ/mol
- HOMO level: -13.601 eV
- Total energy: -18615.781 eV
- Max |F|: 0.0798 hartree/bohr

Atom charges from the natural (NBO) analysis, given in e for atoms 1 to 2:
1 C 0.091
2 C 0.742

***

Entry 3:
The following is a DFT calculation (ωB97M-V/def2-TZVPD) of one molecule with the formula C5H8N2O in a non-equilibrium geometry.

CARTESIAN COORDINATES (ANGSTROEM)
C: 1.267 -1.254 -0.171
C: -0.166 1.624 -0.025
C: -1.245 0.536 0.494
C: -1.668 -0.575 -0.408
C: -0.252 -0.900 0.123
H: 1.629 -1.402 -1.354
H: 1.959 -2.103 0.434
H: 2.850 0.653 0.443
H: -0.610 2.533 -0.277
H: -1.889 1.059 1.123
H: -2.039 -0.163 -1.284
H: -2.596 -1.172 -0.052
H: 0.175 -0.027 -0.467
N: 1.745 0.184 0.432
N: 1.084 1.343 -0.222
O: -0.243 -0.335 1.210

Values from the calculation:
- 2S+1: 1
- Frontier orbital gap: 0.3218 Eh
- Relative energy (zero: lowest compared OMol25 entry of this formula, charge and spin): 1124.7 kJ/mol
- HOMO level: -7.871 eV
- Total energy: -10331.069 eV
- Max |F|: 0.2584 hartree/bohr

Atom charges from the natural (NBO) analysis, given in e for atoms 1 to 2:
1 C -0.260
2 C 0.058

***

Entry 4:
The following is a DFT calculation (ωB97M-V/def2-TZVPD) of a 2-piece molecular cluster, C6H13N2 overall in a non-equilibrium geometry.

CARTESIAN COORDINATES (ANGSTROEM)
C: -0.368 -0.162 -0.030
C: 0.900 1.323 4.113
C: -0.745 0.534 -2.205
C: -1.117 -1.912 -1.486
C: 1.122 -0.811 -1.511
C: -0.380 -0.630 -1.365
N: -0.123 0.326 0.992
N: 0.294 1.808 3.113
H: 1.147 1.995 5.014
H: 1.234 0.336 4.188
H: -0.471 0.236 -3.222
H: -1.696 0.946 -2.120
H: 0.004 1.308 -2.087
H: -0.760 -2.519 -0.609
H: -1.048 -2.377 -2.418
H: -2.281 -1.675 -1.314
H: 1.540 0.055 -1.128
H: 1.315 -1.046 -2.515
H: 1.542 -1.609 -0.888
H: -0.120 2.704 3.177
H: 0.011 1.169 2.300

Values from the calculation:
- 2S+1: 1
- Net charge: +1
- Frontier orbital gap: 0.3767 Eh
- Relative energy (zero: lowest compared OMol25 entry of this formula, charge and spin): 184.3 kJ/mol
- HOMO level: -14.838 eV
- Total energy: -9404.957 eV
- Max |F|: 0.0887 hartree/bohr

Atom charges from the natural (NBO) analysis, given in e for atoms 1 to 2:
1 C 0.518
2 C 0.140